1.
Molecular formula: CH14O6
Method: DFT, ωB97M-V with the def2-TZVPD basis set

Bonds (Å) are listed after each position.
Element x y z (Å)
1 O 0.54149 0.63062 -0.07775  H12 0.961, H18 0.954
2 O -0.39193 -4.50545 -0.22578  H19 0.961, H20 0.965
3 O 1.57230 -3.04205 2.03230  H13 1.002, H17 0.960
4 O -1.12246 2.60026 -1.74064  C7 1.425, H9 0.969
5 O -0.00721 -0.74387 2.58090  H8 0.968, H21 0.960
6 O 2.07220 2.12644 -2.12320  H11 0.967, H14 0.970
7 C -2.40166 2.96172 -1.22854  O4 1.425, H10 1.138, H15 1.090, H16 1.106
8 H 0.47799 -1.58087 2.53798  O5 0.968
9 H -0.71012 1.96787 -1.13249  O4 0.969
10 H -3.14154 2.89809 -2.09053  C7 1.138
11 H 2.15680 1.35206 -2.69698  O6 0.967
12 H 0.49757 0.56923 0.88067  O1 0.961
13 H 1.95374 -3.32788 1.15147  O3 1.002
14 H 1.44823 2.58275 -2.70998  O6 0.970
15 H -2.34455 3.94185 -0.75524  C7 1.090
16 H -2.74290 2.21904 -0.48377  C7 1.106
17 H 2.01365 -2.22717 2.28310  O3 0.960
18 H 1.26229 1.17963 -0.37787  O1 0.954
19 H -0.58261 -3.87048 0.47035  O2 0.961
20 H -0.63052 -5.32217 0.22922  O2 0.965
21 H 0.07923 -0.40963 3.47679  O5 0.960

For the energy relative to the best compared isomer or geometry (same formula, charge and spin), the calculation gives 0.934 eV. As for the SMILES: CO.O.O.O.O.O. The multiplicity is 1. For the HOMO-LUMO gap, the calculation gives 10.2 eV.

Results of the Mulliken charge analysis, in e, for atoms 1 through 4: atom 1 (O): -0.720, atom 2 (O): -0.642, atom 3 (O): -0.683, atom 4 (O): -0.446


2.
Molecular formula: CH14O6
Method: DFT, ωB97M-V with the def2-TZVPD basis set

Bonds (Å) are listed after each position.
Element x y z (Å)
1 O -0.78991 3.46418 1.68660  C7 1.446, H10 0.967
2 O 0.41183 -0.92122 -5.92416  H17 0.964, H21 0.952
3 O 1.15564 0.96100 -2.36068  H9 0.961, H13 0.955
4 O 2.60265 -1.31567 -0.68008  H15 0.940, H18 0.969
5 O -3.97603 -2.06904 1.67210  H11 0.955, H16 0.982
6 O 1.47605 -2.99415 2.90765  H19 0.959, H20 0.974
7 C -0.89445 3.40065 3.12741  O1 1.446, H8 1.094, H12 1.081, H14 1.103
8 H -1.31633 2.41006 3.32015  C7 1.094
9 H 0.38376 1.51402 -2.21319  O3 0.961
10 H 0.15652 3.46770 1.48936  O1 0.967
11 H -4.74970 -2.53767 1.36494  O5 0.955
12 H -0.00285 3.78969 3.59903  C7 1.081
13 H 1.80734 1.19699 -1.70364  O3 0.955
14 H -1.76188 4.01843 3.41412  C7 1.103
15 H 2.65494 -2.19214 -1.01615  O4 0.940
16 H -4.26292 -1.89725 2.59540  O5 0.982
17 H 0.40314 -0.97385 -6.88683  O2 0.964
18 H 2.08276 -0.84715 -1.35056  O4 0.969
19 H 2.17622 -2.41458 3.21393  O6 0.959
20 H 1.00076 -2.37963 2.32038  O6 0.974
21 H -0.51189 -0.90793 -5.69541  O2 0.952

For the energy relative to the best compared isomer or geometry (same formula, charge and spin), the calculation gives 1.665 eV. As for the SMILES: CO.O.O.O.O.O. The multiplicity is 1. For the HOMO-LUMO gap, the calculation gives 10.8 eV.

Results of the Mulliken charge analysis, in e, for atoms 1 through 4: atom 1 (O): -0.502, atom 2 (O): -0.626, atom 3 (O): -0.660, atom 4 (O): -0.629


3.
Molecular formula: CH16NO5
Method: DFT, ωB97M-V with the def2-TZVPD basis set

Bonds (Å) are listed after each position.
Element x y z (Å)
1 O -0.59607 -1.06265 -2.39156  H10 1.000, H17 0.884
2 O 0.29004 1.86252 -1.69336  H18 0.956, H20 0.924
3 O 0.13545 1.41956 2.82148  H11 0.880, H19 0.828
4 O -2.89467 -0.90143 -0.16776  H15 0.974, H21 0.974
5 O 2.17726 1.14044 0.10322  H14 0.948, H23 0.979
6 N 0.24873 -0.65579 1.07118  C7 1.500, H13 1.064, H16 1.153, H22 0.994
7 C 0.71387 -2.01288 0.63229  N6 1.500, H8 1.096, H9 1.118, H12 1.071
8 H 1.80624 -2.09419 0.66274  C7 1.096
9 H 0.70553 -2.21235 -0.46814  C7 1.118
10 H 0.12398 -1.22574 -3.06664  O1 1.000
11 H 0.60330 1.88084 2.23656  O3 0.880
12 H 0.08319 -2.77614 1.04064  C7 1.071
13 H 0.54636 -0.41653 2.06426  N6 1.064
14 H 3.01533 0.88696 -0.25969  O5 0.948
15 H -2.92692 -1.77077 -0.60484  O4 0.974
16 H 0.83611 0.13992 0.47870  N6 1.153
17 H -1.27699 -0.76793 -2.87280  O1 0.884
18 H -0.35756 2.25574 -2.27587  O2 0.956
19 H -0.63591 1.52667 3.10238  O3 0.828
20 H 0.21400 0.98049 -1.95808  O2 0.924
21 H -3.11726 -1.02892 0.77140  O4 0.974
22 H -0.67724 -0.38410 0.83295  N6 0.994
23 H 2.13752 2.00639 -0.35166  O5 0.979

For the energy relative to the best compared isomer or geometry (same formula, charge and spin), the calculation gives 3.055 eV. Its net charge is +1. The multiplicity is 1. For the HOMO-LUMO gap, the calculation gives 12.1 eV.

Results of the Mulliken charge analysis, in e, for atoms 1 through 4: atom 1 (O): -0.564, atom 2 (O): -0.579, atom 3 (O): -0.561, atom 4 (O): -0.651


4.
Molecular formula: CH17O8
Method: DFT, ωB97M-V with the def2-TZVPD basis set

Bonds (Å) are listed after each position.
Element x y z (Å)
1 O -5.24793 4.66601 27.96681  H11 0.938, H24 1.018
2 O -8.98892 4.70794 24.47880  H16 0.965, H25 0.957
3 O -5.19347 5.51647 24.90723  H12 0.933, H14 0.980
4 O -11.34201 4.78478 25.90461  H10 0.999, H23 0.953
5 O -10.79770 2.35335 26.88192  H21 0.959, H22 0.972
6 O -7.64601 7.45082 25.63790  H13 0.968, H15 0.943
7 O -7.44900 2.15926 25.61081  H17 0.955, H20 0.961
8 O -7.28419 4.92362 26.47586  C9 1.422
9 C -8.12695 4.65147 27.58818  O8 1.422, H18 1.097, H19 1.109, H26 1.078
10 H -10.92417 5.50213 26.46102  O4 0.999
11 H -5.53096 4.61751 28.86018  O1 0.938
12 H -4.53737 5.98371 25.37863  O3 0.933
13 H -7.72599 6.57572 26.04364  O6 0.968
14 H -5.76484 5.16347 25.62158  O3 0.980
15 H -6.98899 7.29485 24.97987  O6 0.943
16 H -9.84453 4.81884 24.91091  O2 0.965
17 H -7.80154 1.58921 26.29163  O7 0.955
18 H -8.00817 5.40554 28.37663  C9 1.097
19 H -7.87232 3.64015 27.96682  C9 1.109
20 H -7.34075 2.97808 26.10183  O7 0.961
21 H -11.61431 1.86486 26.76447  O5 0.959
22 H -10.04759 1.79047 27.13861  O5 0.972
23 H -11.21734 4.03382 26.47744  O4 0.953
24 H -6.07348 4.90446 27.42183  O1 1.018
25 H -8.38561 4.70112 25.22120  O2 0.957
26 H -9.14691 4.57834 27.24745  C9 1.078

For the energy relative to the best compared isomer or geometry (same formula, charge and spin), the calculation gives 0.689 eV. Its net charge is -1. The multiplicity is 1. For the HOMO-LUMO gap, the calculation gives 8.0 eV.

Results of the Mulliken charge analysis, in e, for atoms 1 through 4: atom 1 (O): -0.744, atom 2 (O): -0.759, atom 3 (O): -0.678, atom 4 (O): -0.724


5.
Molecular formula: CH17O8
Method: DFT, ωB97M-V with the def2-TZVPD basis set

Bonds (Å) are listed after each position.
Element x y z (Å)
1 O -1.21448 1.48899 2.79919  H20 0.989, H21 0.962
2 O 2.10330 0.21231 2.09735  H10 0.963, H11 0.980
3 O 1.87976 0.60268 -1.58926  H12 0.983, H17 0.965
4 O -0.22076 -1.09941 -3.49191  H16 0.967, H19 0.963
5 O -0.23981 0.35960 0.44252  C9 1.405
6 O -0.79357 3.14235 -0.84372  H18 0.963, H22 0.973
7 O 1.12605 -2.15729 -0.62627  H13 0.964, H25 0.983
8 O -0.05512 -1.86634 2.43462  H14 0.980, H23 0.961
9 C -1.46527 -0.15843 -0.00923  O5 1.405, H15 1.101, H24 1.106, H26 1.096
10 H 2.81910 -0.04177 1.50465  O2 0.963
11 H 1.35933 0.41620 1.49289  O2 0.980
12 H 1.27543 0.75979 -0.83019  O3 0.983
13 H 0.53968 -2.65954 -1.20280  O7 0.964
14 H 0.13155 -1.31013 1.64925  O8 0.980
15 H -1.63448 -1.18414 0.35375  C9 1.101
16 H -0.78074 -0.56921 -2.90829  O4 0.967
17 H 1.63860 -0.28040 -1.89604  O3 0.965
18 H -1.51999 3.52224 -1.34933  O6 0.963
19 H -0.06239 -0.53603 -4.25701  O4 0.963
20 H -0.91932 1.19795 1.90070  O1 0.989
21 H -0.63038 1.00693 3.39172  O1 0.962
22 H -0.99227 2.19226 -0.77528  O6 0.973
23 H 0.78718 -1.87482 2.89811  O8 0.961
24 H -1.43557 -0.28139 -1.10780  C9 1.106
25 H 0.60794 -1.36480 -0.36292  O7 0.983
26 H -2.30377 0.48240 0.28531  C9 1.096

For the energy relative to the best compared isomer or geometry (same formula, charge and spin), the calculation gives 0.000 eV. Its net charge is -1. The multiplicity is 1. For the HOMO-LUMO gap, the calculation gives 8.3 eV.

Results of the Mulliken charge analysis, in e, for atoms 1 through 4: atom 1 (O): -0.723, atom 2 (O): -0.683, atom 3 (O): -0.715, atom 4 (O): -0.628


6.
Molecular formula: CH19O12
Method: DFT, ωB97M-V with the def2-TZVPD basis set

Bonds (Å) are listed after each position.
Element x y z (Å)
1 O -0.93009 -0.09200 -0.93316  C13 1.281, H29 0.842
2 O 0.98291 -0.35600 0.09084  C13 1.245
3 O 2.55891 0.81600 1.84484  H18 0.916, H24 0.970
4 O 2.52091 1.10000 -1.58716  H25 0.878, H26 1.019
5 O -1.33009 -2.04700 2.25584  H16 0.990, H21 1.026
6 O 1.78491 -2.83000 -0.57416  H14 0.911, H27 1.064
7 O -2.22109 2.32300 1.15384  H22 0.976, H28 1.140
8 O 0.28391 0.66500 3.90284  H17 1.032, H30 0.975
9 O -3.60909 -1.43900 -0.98016  H15 1.050, H20 0.977
10 O -1.23509 2.76000 -1.39516  H19 0.936, H23 0.989
11 O 0.67291 -1.11400 -3.27616  H31 0.990, H32 0.975
12 O -0.67809 0.19200 1.25084  C13 1.237
13 C -0.24609 -0.16300 0.14784  O1 1.281, O2 1.245, O12 1.237
14 H 1.67091 -1.93400 -0.45216  O6 0.911
15 H -3.95209 -0.62400 -0.41416  O9 1.050
16 H -2.16009 -1.67700 2.64784  O5 0.990
17 H 1.25291 0.35800 3.72384  O8 1.032
18 H 2.00391 0.28700 1.34284  O3 0.916
19 H -0.55809 3.31000 -1.73516  O10 0.936
20 H -2.66109 -1.20700 -0.92916  O9 0.977
21 H -0.86109 -1.17100 2.00084  O5 1.026
22 H -1.64209 1.55500 0.98884  O7 0.976
23 H -0.81709 1.86700 -1.47716  O10 0.989
24 H 3.46791 0.50000 1.72484  O3 0.970
25 H 2.70591 0.64600 -2.31516  O4 0.878
26 H 1.95991 0.54100 -0.94516  O4 1.019
27 H 0.98491 -3.02700 -1.24816  O6 1.064
28 H -1.64809 3.08900 0.53284  O7 1.140
29 H -0.55209 -0.37800 -1.62916  O1 0.842
30 H -0.37409 0.84100 3.20484  O8 0.975
31 H 1.02791 -1.74800 -3.94816  O11 0.990
32 H 1.59691 -1.04300 -2.97416  O11 0.975

For the energy relative to the best compared isomer or geometry (same formula, charge and spin), the calculation gives 3.119 eV. Its net charge is -1. The multiplicity is 1. For the HOMO-LUMO gap, the calculation gives 9.0 eV.

Results of the Mulliken charge analysis, in e, for atoms 1 through 4: atom 1 (O): -0.337, atom 2 (O): -0.899, atom 3 (O): -0.634, atom 4 (O): -0.644